No. 1
ORCA calculation (the ωB97M-V functional and the def2-TZVPD basis) on a single C19H25N3O5S2 molecule.

Geometry as XYZ:
```
54
Properties=species:S:1:pos:R:3:forces:R:3
S -0.175 5.173 1.971 -0.370 -0.900 3.282
S 1.387 -7.184 -3.461 -8.466 4.738 11.433
O 1.286 -8.012 -4.480 0.738 -5.858 -9.240
O 1.196 -1.438 1.099 -0.832 0.604 -7.508
O 0.359 -7.444 -2.425 1.785 -0.224 -0.696
O -0.839 6.059 1.094 0.775 1.449 -2.242
O 1.129 5.503 2.671 -4.243 -1.120 -1.716
N 0.453 0.027 -0.761 5.913 -5.993 11.670
N 0.978 -5.609 -3.765 1.079 -1.224 -3.825
N -1.607 4.980 3.002 12.321 -1.334 7.668
C 1.241 -5.363 -5.129 0.901 -0.495 -5.045
C -0.487 2.255 -0.789 4.735 -1.549 14.049
C -3.492 5.961 2.469 -6.465 -1.909 0.824
C -2.788 4.683 2.573 -6.256 0.206 4.292
C 0.649 2.629 1.883 0.687 -7.765 -1.745
C -1.162 4.156 4.420 2.382 9.976 -0.378
C 0.202 0.973 0.055 -0.682 8.801 1.847
C 0.837 1.196 1.454 -7.657 9.324 -7.166
C 1.028 -2.392 -1.160 -3.637 -2.670 -0.891
C 1.034 -4.555 -2.921 1.857 1.452 -1.975
C 0.500 -3.797 -0.645 6.156 3.804 -8.284
C 1.335 -3.307 -3.408 -2.176 2.632 1.003
C 1.040 -2.186 -2.589 4.112 2.033 1.341
C -0.082 3.521 1.237 2.925 3.673 7.104
C 2.785 -7.122 -2.689 7.075 5.036 0.177
C -1.910 5.084 5.597 -1.681 -3.927 -3.331
C -0.484 3.379 0.073 -7.049 -0.173 -14.314
C 0.942 -4.781 -1.629 -2.419 6.567 5.350
C 0.986 -1.278 -0.232 -0.534 1.334 6.938
H 0.031 4.326 4.552 -2.901 -0.350 -0.486
H 2.193 -4.857 -5.495 0.080 -1.291 1.260
H -1.519 4.678 6.457 0.744 -0.740 2.390
H 1.454 -3.110 -4.422 0.352 0.130 -1.500
H 1.021 -6.282 -5.824 0.838 1.499 1.735
H -1.347 3.194 4.447 -1.535 -4.831 -0.234
H 3.061 -8.009 -2.294 0.486 -3.083 1.392
H 0.666 -4.663 -5.681 -1.900 0.946 0.529
H 0.287 -0.213 -1.555 -3.604 -1.459 -12.176
H 1.444 -1.004 -2.941 -1.441 -3.768 0.663
H -1.659 6.120 5.546 -0.310 0.542 -0.500
H -2.742 4.290 1.722 -0.104 -3.713 -7.463
H 3.632 -6.913 -3.504 -1.577 -0.249 1.588
H 2.936 -6.282 -1.855 -0.866 -1.808 -1.961
H -0.636 1.980 -1.670 -1.901 -1.150 -7.645
H -3.642 6.472 3.378 -0.238 0.017 1.823
H -1.132 4.199 -0.543 1.933 -1.082 2.048
H 1.371 0.478 1.728 4.491 -5.385 3.306
H -4.560 5.826 2.043 1.407 0.192 0.473
H 0.577 -5.632 -1.466 -1.988 -7.276 1.993
H -3.074 6.693 1.963 2.620 2.800 -3.240
H -3.333 3.892 3.252 0.814 1.533 -1.063
H -3.048 4.714 5.568 2.314 1.613 0.051
H 1.118 2.792 2.738 1.914 1.318 3.764
H 0.557 -3.799 0.339 -0.605 -0.891 4.632
```
Positions in Å, forces in eV/Å.

E_HOMO in eV: -8.1
SMILES: CCN(CC)S(=O)(=O)c1ccc(NC(=O)c2ccc(N(C)S(C)(=O)=O)cc2)cc1
Relative energy (zero: lowest compared OMol25 entry of this formula, charge and spin) in eV: 19.466
LUMO energy in eV: -1.142
Gap between HOMO and LUMO in eV: 6.96

=====

No. 2
ORCA calculation (the ωB97M-V functional and the def2-TZVPD basis) on a molecular structure, C28H64BGaIN6O7S.

Geometry as XYZ:
```
109
Properties=species:S:1:pos:R:3:forces:R:3
I -3.249 -0.309 -0.089 0.013 0.058 -0.056
Ga -2.279 2.164 -0.169 0.762 1.347 0.553
S -1.570 -5.031 -2.658 -0.106 -0.275 -0.127
O -5.392 1.957 -2.124 0.457 -0.272 -0.002
O 4.584 -4.749 0.588 -0.163 -0.086 0.091
O 3.887 -3.843 -3.526 0.044 -0.256 0.035
O -2.291 6.206 -1.570 -0.155 0.424 0.059
O -3.495 1.659 -3.638 -0.235 -0.380 0.688
O -4.408 3.844 6.550 0.011 0.172 0.177
O -3.485 -3.206 -3.287 -0.029 0.183 -0.299
N -0.407 7.928 -2.877 -0.062 -0.086 -0.115
N 6.993 -5.752 1.785 -0.045 0.194 0.039
N -3.819 -4.183 -1.348 0.167 -0.148 -0.004
N -4.406 1.186 7.638 0.183 0.098 -0.070
N -4.847 -3.301 -1.583 -0.651 -0.008 0.391
N 5.882 -2.554 -5.149 -0.016 0.047 0.212
C -3.201 3.236 -1.624 -1.188 0.019 -0.779
C -0.245 -4.219 -1.700 0.076 0.892 -0.236
C 5.230 -7.311 2.406 -0.035 -0.125 0.160
C -3.018 3.444 2.732 -0.147 -0.557 -0.471
C 3.738 -5.710 -0.016 0.164 0.099 -0.254
C -1.810 8.335 -2.751 0.056 -0.055 0.302
C 6.310 -4.943 -5.324 0.167 -0.122 -0.027
C -1.922 9.392 -1.658 -0.053 0.214 -0.030
C 5.715 -5.868 2.495 -0.071 -0.165 -0.296
C 1.198 -0.896 -0.760 0.699 0.183 -0.499
C -3.938 2.313 8.450 -0.335 0.069 -0.106
C 4.686 -4.841 1.997 0.117 0.219 0.161
C -2.618 6.542 -0.231 0.260 -0.318 0.062
C 1.294 0.370 -1.661 -0.386 -0.157 -0.321
C -4.626 -2.758 -2.719 0.001 -0.043 0.114
C -5.014 2.665 9.472 0.029 0.008 0.213
C 6.223 -3.752 -4.375 -0.289 -0.115 -0.226
C -2.629 3.031 1.651 -0.390 -0.149 0.178
C 1.280 -2.203 -1.588 -1.283 0.183 0.143
C -0.275 2.090 -0.516 -0.718 -0.793 -0.693
C -0.154 -2.686 -1.983 0.329 -1.493 0.359
C -2.738 7.127 -2.540 0.029 -0.157 -0.250
C -0.042 1.150 -1.744 0.997 0.325 0.675
C -3.501 3.505 7.582 0.291 -0.150 -0.077
C -3.036 -4.100 -2.366 0.681 -0.022 0.310
C -5.481 4.677 6.945 -0.074 -0.121 -0.255
C 5.258 -3.971 -3.199 0.178 0.236 0.227
C 3.291 -5.003 -4.076 -0.163 0.235 -0.055
B -4.062 2.251 -2.475 0.522 0.626 0.002
H -0.304 -4.435 -0.627 -0.250 0.062 -0.229
H -1.839 7.173 0.205 -0.127 0.113 0.092
H -1.439 10.317 -1.977 0.038 -0.052 -0.016
H 3.374 -5.290 -0.955 0.012 0.088 0.048
H -3.117 0.817 -3.343 0.019 0.024 -0.343
H -2.968 9.620 -1.439 0.010 -0.036 0.023
H 5.897 -5.652 3.552 -0.014 0.091 -0.019
H -0.189 7.345 -2.072 0.011 0.060 0.017
H 5.011 -3.850 2.329 0.016 0.005 -0.071
H -5.270 -2.031 -3.197 0.417 -0.071 -0.168
H -3.891 3.988 -1.207 0.339 -0.301 0.327
H 1.538 0.055 -2.692 0.150 -0.008 0.321
H -0.947 -2.226 -1.382 0.229 0.249 -0.320
H -4.763 3.585 10.006 -0.019 0.008 -0.029
H 0.052 3.093 -0.828 -0.016 -0.128 0.450
H 5.451 -3.192 -2.457 -0.075 0.013 -0.011
H 2.116 1.018 -1.322 -0.298 -0.014 -0.094
H -2.661 5.617 0.345 -0.010 -0.029 -0.077
H -0.367 -2.579 -3.055 0.038 0.366 0.282
H 1.761 -3.007 -1.011 -0.011 0.253 -0.090
H 2.224 -4.964 -3.855 0.022 0.040 0.027
H -2.109 8.809 -3.692 -0.015 -0.079 -0.034
H -1.439 9.081 -0.732 -0.018 -0.082 -0.024
H -0.318 7.294 -3.666 0.028 0.070 -0.028
H -2.468 3.781 -2.233 0.110 -0.363 0.281
H -3.767 7.446 -2.325 0.024 0.081 0.077
H -3.591 7.040 -0.160 0.020 0.064 -0.065
H -5.107 1.867 10.210 0.001 -0.027 -0.065
H -2.775 6.564 -3.479 0.035 -0.035 0.029
H 3.705 -5.918 -3.641 0.063 0.000 -0.033
H 5.916 -1.744 -4.535 0.091 0.016 -0.060
H -5.116 1.540 7.002 -0.045 -0.050 0.056
H 0.243 -0.865 -0.217 0.279 -0.080 0.045
H 4.218 -7.410 2.804 -0.001 0.009 -0.036
H 4.297 -6.620 -0.252 -0.143 -0.119 0.057
H 2.877 -5.952 0.613 0.038 -0.028 0.052
H -5.995 2.791 9.013 0.038 0.009 -0.067
H -5.395 1.137 -1.608 -0.193 0.061 -0.053
H -3.655 0.888 7.020 -0.008 -0.088 0.066
H 3.699 -5.014 2.444 -0.008 -0.106 -0.035
H 6.427 -5.878 -4.771 -0.034 0.008 -0.004
H 5.233 -7.686 1.383 -0.003 0.073 -0.022
H 3.403 -5.022 -5.162 0.038 -0.171 -0.004
H -3.056 1.983 9.007 0.055 0.032 -0.071
H -0.009 1.788 -2.637 -0.290 -0.304 0.025
H 7.220 -3.604 -3.948 -0.043 0.039 0.081
H 7.363 -4.815 1.923 0.063 -0.058 0.071
H -5.813 5.227 6.064 0.065 -0.015 -0.014
H 1.833 -2.077 -2.528 0.227 0.048 0.430
H -5.177 5.395 7.712 0.004 -0.045 0.054
H 2.013 -0.888 -0.021 -0.243 0.020 -0.122
H -2.574 3.226 7.072 -0.053 -0.009 -0.063
H 0.683 -4.692 -2.060 -0.399 -0.095 -0.102
H -3.520 3.613 3.665 0.341 0.238 -0.128
H -0.835 0.393 -1.845 0.064 0.261 -0.166
H 6.790 -5.788 0.788 0.019 -0.084 0.020
H 5.429 -5.030 -5.961 -0.038 0.043 0.053
H 5.444 -4.932 -2.701 0.006 -0.065 -0.090
H -6.326 4.082 7.302 -0.027 0.102 0.136
H 4.899 -2.624 -5.403 0.043 -0.022 -0.079
H 0.286 1.753 0.368 -0.102 0.132 -0.218
H 5.881 -7.964 2.989 0.036 0.042 -0.038
H -3.270 4.385 8.197 -0.110 0.007 0.058
H 7.172 -4.836 -5.984 -0.036 0.057 0.002
```
Positions in Å, forces in eV/Å.

Net charge: -1
E_HOMO in eV: -5.5
LUMO energy in eV: 1.970
Gap between HOMO and LUMO in eV: 7.42

=====

No. 3
ORCA calculation (the ωB97M-V functional and the def2-TZVPD basis) on a molecular structure, C22H18HgN2O2P.

Geometry as XYZ:
```
46
Properties=species:S:1:pos:R:3:forces:R:3
Hg 0.339 -3.395 2.568 -0.031 0.001 0.046
P -0.711 -0.107 -0.056 0.534 0.092 0.405
O -1.708 -3.530 -0.892 0.088 0.097 -0.049
O -0.554 -1.675 -0.124 -0.047 -0.096 -0.173
N 2.428 -1.244 1.057 -0.054 0.106 0.128
N 3.320 -0.291 1.363 -0.101 -0.060 0.009
C -3.019 1.135 -1.214 0.151 -0.101 0.115
C -4.520 -0.390 -2.363 0.035 0.229 0.024
C -1.052 0.679 4.430 -0.055 -0.033 0.060
C 0.635 0.623 -0.987 0.115 0.002 -0.035
C 4.071 -1.164 -0.488 0.062 0.095 0.061
C 4.321 -0.206 0.464 0.046 -0.016 -0.016
C -1.722 -2.329 -0.835 -0.144 -0.225 -0.067
C -0.741 0.339 1.686 -0.144 -0.039 0.001
C -3.767 -1.471 -2.032 0.069 -0.100 0.069
C 1.340 1.775 -0.657 -0.101 0.146 -0.046
C -1.864 -0.175 2.343 -0.008 0.121 0.024
C -2.586 -1.300 -1.258 -0.013 0.112 0.063
C -2.223 0.034 -0.849 -0.495 -0.013 -0.318
C -2.017 -0.009 3.708 0.054 0.022 -0.033
C 2.587 1.608 -2.704 0.058 0.029 -0.028
C 2.318 2.263 -1.514 -0.062 -0.022 0.003
C 2.878 -1.777 -0.064 -0.058 -0.056 0.044
C 0.066 1.186 3.789 0.028 -0.020 -0.053
C 1.870 0.471 -3.052 -0.012 0.031 0.049
C -4.153 0.935 -1.950 -0.136 -0.160 -0.089
C 0.897 -0.018 -2.201 0.073 0.010 -0.016
C 0.229 1.008 2.423 0.142 -0.016 0.051
H -2.742 2.137 -0.910 0.041 0.034 0.020
H 3.189 0.248 2.200 0.057 -0.042 0.000
H 5.117 0.508 0.579 0.061 0.030 -0.037
H -2.621 -0.710 1.781 -0.004 0.005 -0.042
H -4.045 -2.467 -2.351 -0.005 -0.034 0.005
H 4.664 -1.387 -1.355 0.024 -0.016 -0.066
H -2.885 -0.419 4.204 -0.016 -0.008 0.027
H 1.134 1.374 1.959 -0.073 -0.038 -0.069
H -5.411 -0.525 -2.960 -0.045 0.005 -0.008
H 0.826 1.712 4.353 -0.001 0.014 0.021
H 2.069 -0.035 -3.986 0.010 -0.012 -0.030
H -1.169 0.810 5.498 0.002 0.014 0.009
H 1.108 2.335 0.238 -0.004 -0.042 0.007
H 2.323 -2.580 -0.520 -0.026 -0.031 -0.054
H 3.354 1.989 -3.366 -0.003 0.002 -0.020
H 2.856 3.163 -1.249 0.026 0.006 -0.013
H -4.775 1.775 -2.224 -0.013 0.009 -0.020
H 0.342 -0.905 -2.479 -0.030 -0.028 0.041
```
Positions in Å, forces in eV/Å.

E_HOMO (spin up / spin down) in eV: -5.2 / -8.3
Multiplicity: 2
LUMO energy (spin up / spin down) in eV: 0.040 / 0.038
Gap between HOMO and LUMO (spin up / spin down) in eV: 5.21 / 8.38
<S²>: 0.764

=====

Number 2 is which compound? C28H64BGaIN6O7S